Molecular formula: C10H8Cl2O2S
Method: DFT, wB97M-V/def2-TZVPD

```
23
Properties=species:S:1:pos:R:3:forces:R:3
C 0.4835 0.2355 -0.9642 -0.363 0.093 2.879
C -1.8552 -0.5836 1.8245 -0.443 -0.420 -3.949
C -0.6501 -0.4766 -0.4310 -1.929 0.379 0.280
C -0.9104 -0.1520 0.9742 0.031 -0.257 1.625
C 1.0916 0.9189 0.0323 0.565 -0.070 -1.451
C -1.5963 -1.1894 -1.0262 -2.375 -1.956 2.121
C 2.4018 1.6115 -0.0746 -1.375 -0.343 2.086
C -3.1291 -1.3287 1.5038 0.920 1.197 -1.306
C -3.1671 -2.0336 0.1615 0.248 1.591 -3.366
C 4.3060 2.0346 -1.2869 -0.511 0.080 -2.268
O 2.8370 2.1515 0.9242 0.571 0.207 -0.935
O 2.9842 1.4544 -1.2317 1.011 -0.479 -0.151
S 0.3740 0.8794 1.6068 0.121 -0.024 -0.029
Cl -1.4974 -1.8327 -2.5622 -0.214 -0.278 -0.849
Cl -2.9499 -3.7737 0.1399 0.255 0.188 0.174
H 0.7221 0.2117 -1.9648 0.861 -0.034 -1.899
H -1.8492 -0.3129 2.7934 0.439 1.163 3.196
H -3.3116 -1.8042 2.4093 -0.273 -2.569 1.141
H -3.9758 -0.6655 1.6165 -0.255 0.910 -0.827
H -4.1015 -1.8289 -0.5584 2.267 -0.162 1.901
H 4.9503 1.8412 -0.4792 0.343 -0.842 1.406
H 4.0578 3.1028 -1.1900 1.008 -0.049 -1.039
H 4.7853 1.5403 -2.2172 -0.900 1.673 1.260
```
Positions in Å, forces in eV/Å.

Values from the calculation:
**E**: -1854.7666 a.u.
**HOMO level**: -7.53 eV

---

Molecular formula: C4H5NO
Method: DFT, wB97M-V/def2-TZVPD

```
11
Properties=species:S:1:pos:R:3:forces:R:3
C -0.0070 1.4812 0.0858 0.496 -0.509 0.320
C -0.1029 -0.0420 0.3466 1.868 -1.345 -0.556
C -0.6338 -0.8870 -0.7239 -0.406 -0.524 -0.441
O 0.7464 -1.1285 -0.6013 0.042 0.921 -1.803
C 0.7212 -1.1305 1.1277 -1.070 1.689 2.504
N 1.2579 -1.8386 1.8936 -0.665 0.941 -0.743
H 1.0369 1.7710 -0.0163 0.106 0.002 0.076
H -0.5343 1.8023 -0.8350 0.220 -0.641 0.522
H -0.4188 2.0868 0.9063 0.081 -0.539 -0.008
H -1.3288 -1.6780 -0.4772 0.089 -0.353 -0.115
H -0.7369 -0.4367 -1.7062 -0.761 0.358 0.243
```
Positions in Å, forces in eV/Å.

Values from the calculation:
**ΔE to the lowest compared entry with this formula, charge and spin**: 4.700 eV
**E**: -285.2419 a.u.
**HOMO level**: -9.25 eV

---

Molecular formula: C3H3FN2
Method: DFT, wB97M-V/def2-TZVPD

```
9
Properties=species:S:1:pos:R:3:forces:R:3
F -1.2631 -1.0207 1.9130 -0.438 0.175 0.710
C -0.6257 -0.3647 0.9788 1.798 0.590 -3.452
C -0.2843 -0.8984 -0.2847 -1.304 0.663 2.307
N 0.3834 0.1182 -0.9202 1.292 -1.095 -1.285
C 0.5417 1.1352 -0.0421 -1.458 -0.402 1.001
N -0.1444 0.9137 1.0860 0.511 -0.912 -0.107
H -0.6127 -1.8308 -0.7002 0.264 -0.034 -0.356
H 0.8986 -0.0771 -1.8133 -0.760 0.783 1.467
H 1.1065 2.0245 -0.2173 0.095 0.232 -0.284
```
Positions in Å, forces in eV/Å.

Values from the calculation:
**ΔE to the lowest compared entry with this formula, charge and spin**: 0.281 eV
**E**: -325.4813 a.u.
**HOMO level**: -8.73 eV

---

Molecular formula: C21H21N2O5
Method: DFT, wB97M-V/def2-TZVPD

```
49
Properties=species:S:1:pos:R:3:forces:R:3
C 5.5972 -0.3800 3.4480 0.416 -0.097 -0.386
C 4.3438 0.2876 3.9370 -0.643 -0.487 -0.442
O 3.2347 -0.3187 3.2207 1.229 0.203 0.555
C 2.0298 0.0889 3.6773 -2.314 -1.026 -1.267
C 0.9340 -0.7242 3.0861 2.341 0.223 -0.583
N -0.2724 -0.2490 3.1866 -1.839 0.316 0.587
C -1.3369 -0.8421 2.7147 0.832 -0.898 -0.160
C -2.6653 -0.3271 2.9415 -0.432 0.041 0.245
C -3.7943 -1.1859 2.8677 0.265 0.557 0.041
C -5.0669 -0.6921 3.1341 0.157 0.410 0.023
C -5.2382 0.6673 3.4505 0.046 0.004 0.004
C -4.1294 1.5277 3.5270 0.178 -0.608 -0.125
C -2.8448 1.0261 3.2925 -0.643 0.040 -0.027
O 1.8729 0.9996 4.4496 0.568 0.664 0.740
H 6.4198 -0.1596 4.1295 0.075 -0.014 -0.017
H 5.4834 -1.4678 3.3709 -0.072 0.207 0.162
H 5.8762 -0.0146 2.4534 -0.047 -0.073 0.120
H 4.1888 0.1052 5.0024 0.014 0.261 -0.021
H 4.3467 1.3616 3.7326 0.006 -0.088 0.244
H 1.2009 -1.4492 2.2909 -0.051 0.074 0.690
H -1.2417 -1.8088 2.1792 -0.075 0.304 0.138
H -3.6335 -2.2404 2.6309 -0.079 0.284 0.044
H -5.9336 -1.3581 3.1051 0.256 0.219 -0.018
H -6.2399 1.0561 3.6403 0.237 -0.102 -0.039
H -4.2627 2.5865 3.7637 -0.012 -0.343 -0.030
H -1.9612 1.6609 3.3609 -0.241 -0.182 -0.014
C -0.5393 -5.4139 3.2360 -0.096 -0.189 -0.178
C 0.4381 -4.2880 3.4531 1.613 0.879 -1.117
C 0.3305 -3.5051 4.6781 0.056 -0.506 -0.071
C 1.2943 -2.6001 4.9946 0.171 -0.430 0.031
C 1.3292 -1.9497 6.2964 -0.050 0.510 1.371
C 2.5587 -1.5316 6.8945 -0.739 -0.339 -0.627
C 2.5809 -0.8995 8.1218 -0.417 0.266 0.587
C 1.3755 -0.6783 8.8217 0.091 -0.820 -1.779
N 1.4070 0.0150 10.0645 -0.040 1.381 2.440
O 0.3291 0.2189 10.6674 1.664 -0.420 -1.065
O 2.5061 0.4052 10.5232 -1.735 -0.746 -0.909
C 0.1512 -1.1335 8.2834 0.600 0.252 0.453
C 0.1392 -1.7854 7.0608 0.453 0.122 -0.194
O 1.3178 -4.0338 2.5945 -1.541 -0.684 1.308
H -1.1572 -5.6235 4.1098 0.018 0.102 -0.013
H -1.1883 -5.1465 2.3975 0.014 -0.060 0.044
H 0.0003 -6.3247 2.9625 -0.006 0.136 -0.036
H -0.4556 -3.7981 5.3790 0.175 0.375 -0.260
H 2.2138 -2.5631 4.4153 -0.296 -0.012 -0.123
H 3.5013 -1.7580 6.3850 -0.393 0.251 0.066
H 3.5085 -0.5463 8.5720 -0.255 -0.182 -0.175
H -0.7565 -0.9465 8.8541 0.190 -0.145 -0.217
H -0.8080 -2.1758 6.6807 0.347 0.369 -0.001
```
Positions in Å, forces in eV/Å.

Values from the calculation:
**Net charge**: -1
**E**: -1298.4594 a.u.
**HOMO level**: -2.97 eV

---

Molecular formula: C2H3O3Tb
Method: DFT, wB97M-V/def2-TZVPD

```
9
Properties=species:S:1:pos:R:3:forces:R:3
O 0.0162 -0.4758 -0.2163 0.994 -1.657 1.155
C -0.8323 0.3438 -0.9777 -0.407 0.952 -0.312
Tb 0.4573 -2.6655 0.5272 0.206 2.579 -0.159
H -1.4300 -0.2176 -1.7113 0.159 -0.127 0.343
H -1.5122 0.8832 -0.2978 0.178 -0.064 -0.395
H -0.2416 1.0688 -1.5608 -0.182 -0.147 0.316
O 1.5717 -0.7040 1.6330 -0.261 -1.402 -1.113
C 1.0695 0.3110 1.1722 -0.595 1.958 2.094
O 0.9015 1.4562 1.4316 -0.091 -2.092 -1.929
```
Positions in Å, forces in eV/Å.

Values from the calculation:
**Net charge**: +1
**ΔE to the lowest compared entry with this formula, charge and spin**: 0.265 eV
**Multiplicity**: 8
**E**: -1127.9005 a.u.
**HOMO level (spin up / spin down)**: -14.05 / -13.86 eV
**⟨S²⟩**: 15.770

---

Molecular formula: C3H14AgPSi
Method: DFT, wB97M-V/def2-TZVPD

```
20
Properties=species:S:1:pos:R:3:forces:R:3
C 0.2043 1.9006 -0.0282 -0.620 -0.503 -0.915
Si 0.0033 -0.0007 -0.1381 -0.073 -0.389 -2.099
C -1.6074 -0.3561 -1.1019 0.673 0.852 0.018
C 1.4000 -0.8321 -1.1569 -0.916 0.387 0.676
P 0.0417 -0.8781 1.9297 0.795 -0.981 1.846
H 1.0440 2.1929 -0.6946 0.182 0.111 0.632
H -0.7655 2.3706 -0.3737 0.280 -0.136 0.588
H 0.3573 2.2031 1.0092 0.195 0.466 -0.286
H -1.6478 -1.4003 -1.4108 -0.234 0.045 0.155
H -2.5130 -0.0054 -0.6033 0.002 -0.309 0.000
H -1.5300 0.2353 -2.0470 -0.046 -0.224 0.163
H 2.1669 -1.1758 -0.4622 0.252 0.197 -0.301
H 1.7791 -0.1495 -1.9236 0.237 -0.204 0.092
H 0.9645 -1.7138 -1.6356 0.097 0.109 -0.036
H 1.4221 -1.3262 1.6843 0.019 0.090 -0.157
H -0.4111 -2.1858 1.4468 -0.341 0.129 -0.316
H -1.3172 -0.4489 2.2228 -0.203 0.203 -0.233
H 0.6062 0.3898 2.4327 -0.237 0.240 -0.032
H 0.1566 -1.4395 3.2829 -0.022 -0.012 0.131
Ag -0.3540 2.6201 -2.4324 -0.038 -0.073 0.076
```
Positions in Å, forces in eV/Å.

Values from the calculation:
**Net charge**: +1
**ΔE to the lowest compared entry with this formula, charge and spin**: 0.516 eV
**Multiplicity**: 2
**E**: -900.0097 a.u.
**HOMO level (spin up / spin down)**: -11.39 / -11.35 eV
**⟨S²⟩**: 0.755

---

Question: Among the records above, which one has the lowest E?
Answer: C10H8Cl2O2S

---

What did the fifth record say?
Molecular formula: C2H3O3Tb
Method: DFT, wB97M-V/def2-TZVPD

```
9
Properties=species:S:1:pos:R:3:forces:R:3
O 0.0162 -0.4758 -0.2163 0.994 -1.657 1.155
C -0.8323 0.3438 -0.9777 -0.407 0.952 -0.312
Tb 0.4573 -2.6655 0.5272 0.206 2.579 -0.159
H -1.4300 -0.2176 -1.7113 0.159 -0.127 0.343
H -1.5122 0.8832 -0.2978 0.178 -0.064 -0.395
H -0.2416 1.0688 -1.5608 -0.182 -0.147 0.316
O 1.5717 -0.7040 1.6330 -0.261 -1.402 -1.113
C 1.0695 0.3110 1.1722 -0.595 1.958 2.094
O 0.9015 1.4562 1.4316 -0.091 -2.092 -1.929
```
Positions in Å, forces in eV/Å.

Values from the calculation:
**Net charge**: +1
**ΔE to the lowest compared entry with this formula, charge and spin**: 0.265 eV
**Multiplicity**: 8
**E**: -1127.9005 a.u.
**HOMO level (spin up / spin down)**: -14.05 / -13.86 eV
**⟨S²⟩**: 15.770